Entry 1:
Formula: C6H12N2
Source: OMol25
Level of theory: ωB97M-V/def2-TZVPD

XYZ file:
```
20
C6H12N2 (ωB97M-V/def2-TZVPD)
C -0.6551 0.9352 0.6111
C 0.8118 1.0321 0.7044
C -1.3046 0.2411 -0.3305
C -2.7661 0.1299 -0.4985
C 2.8778 0.4840 -0.5823
C 0.4298 -1.6816 0.5700
N 1.5036 0.2403 -0.1256
N 1.2686 -0.9695 -0.3617
H -1.3254 1.3166 1.3983
H 1.1549 2.0912 0.9368
H -0.7870 -0.1725 -1.2105
H -3.3125 0.3990 -1.5159
H -3.3727 0.7390 0.3099
H -3.0700 -0.8134 -0.2584
H 3.5616 0.4679 0.2734
H 3.0315 -0.3777 -1.2914
H 3.0974 1.3520 -1.0982
H 0.8470 -2.6226 0.7590
H 0.6176 -1.1461 1.5043
H -0.6023 -1.7734 0.2409
```

Kohn-Sham gap: 8.1500 eV
energy relative to the best compared isomer or geometry (same formula, charge and spin): 4.635 eV
strongest force on any atom: 4.770 eV Å⁻¹
lowest unoccupied orbital energy: 0.850 eV

Entry 2:
Formula: C55H42BN5O9
Source: OMol25
Level of theory: ωB97M-V/def2-TZVPD

XYZ file:
```
112
C55H42BN5O9 (ωB97M-V/def2-TZVPD)
C -0.2495 1.3190 -2.7892
N -0.0280 -0.0437 -3.3614
C 0.2445 -0.0181 -4.8307
B -1.0957 -1.0237 -2.9745
O -0.7791 -1.9019 -1.8446
C -2.5752 -1.1718 -3.6550
C -2.4852 -2.6377 -4.3534
N -2.1384 -2.6265 -5.8058
N -2.9573 0.0179 -4.5036
C -3.7942 0.9790 -3.7074
O -4.3258 2.0514 -4.1078
C -3.8121 0.3569 -2.2215
C -3.8744 -1.2219 -2.6575
N -3.7543 -1.9678 -1.3634
C -4.1319 -3.2169 -1.4773
O -4.8552 -4.2494 -1.5346
C -5.3410 -1.3091 -3.3091
C -5.6348 -1.6562 -4.8345
C -7.1303 -1.6473 -5.2873
N -8.2944 -1.3617 -4.4938
C -8.0134 -1.0949 -3.1084
C -6.6219 -1.0396 -2.4019
H -1.2277 1.8182 -3.1225
H 0.6080 2.0085 -3.1709
H -0.1227 1.2628 -1.6515
H -0.5607 0.5817 -5.4184
H 0.3956 -1.0452 -5.3141
H 1.2277 0.5901 -4.9782
H 0.2143 -1.9323 -1.8179
H -3.4762 -3.2239 -4.1821
H -1.6715 -3.2859 -3.8340
H -1.1387 -2.4578 -5.9786
H -2.7492 -2.0151 -6.3638
H -3.3940 -0.1855 -5.4165
H -4.7464 0.8206 -1.7464
H -2.9888 0.6642 -1.4685
H -4.7852 -1.8781 -5.5630
H -7.3196 -1.8805 -6.4082
H -8.9307 -0.8674 -2.4352
H -6.4610 -0.8186 -1.2915
O 0.0575 -7.2386 4.7478
C 0.0378 -6.2703 4.0061
C -0.8271 -6.2618 2.8048
C -1.6410 -7.3634 2.5326
C -2.4861 -7.3475 1.4277
C -2.5231 -6.2328 0.5923
C -1.7006 -5.1408 0.8510
C -0.8460 -5.1558 1.9548
C 0.0382 -3.9972 2.2116
O 0.0616 -3.0537 1.4384
C 0.8879 -3.9970 3.4231
C 1.7000 -2.8939 3.6957
C 2.4770 -2.8702 4.8494
C 2.4457 -3.9463 5.7341
C 1.6484 -5.0532 5.4580
C 0.8713 -5.0831 4.2982
H -1.6210 -8.2329 3.1827
H -3.1215 -8.2030 1.2201
H -3.1922 -6.2159 -0.2627
H -1.7305 -4.2769 0.1926
H 1.7250 -2.0500 3.0127
H 3.1045 -2.0100 5.0617
H 3.0451 -3.9230 6.6392
H 1.6316 -5.8895 6.1507
O -1.0760 3.1098 9.9456
C -0.5725 2.5779 8.9705
C -0.8535 1.1580 8.6603
C -1.7183 0.4302 9.4801
C -2.0186 -0.8931 9.1730
C -1.4584 -1.4935 8.0471
C -0.5828 -0.7764 7.2382
C -0.2737 0.5495 7.5470
C 0.6724 1.2980 6.6908
O 1.2205 0.7485 5.7495
C 0.9381 2.7226 6.9887
C 1.8015 3.4496 6.1664
C 2.0314 4.7982 6.4188
C 1.4004 5.4250 7.4914
C 0.5506 4.6997 8.3211
C 0.3217 3.3445 8.0743
H -2.1624 0.8939 10.3558
H -2.6947 -1.4561 9.8091
H -1.7031 -2.5222 7.8011
H -0.1454 -1.2518 6.3648
H 2.2926 2.9681 5.3260
H 2.6999 5.3627 5.7760
H 1.5728 6.4799 7.6821
H 0.0647 5.1942 9.1571
O 7.1798 6.5713 -5.0581
C 6.3394 5.6902 -4.9916
C 6.2715 4.6370 -6.0296
C 7.1912 4.6430 -7.0801
C 7.1594 3.6345 -8.0378
C 6.2116 2.6169 -7.9496
C 5.2828 2.6179 -6.9139
C 5.3071 3.6318 -5.9549
C 4.3040 3.6342 -4.8672
O 3.4271 2.7862 -4.8327
C 4.3840 4.6751 -3.8189
C 3.4649 4.6666 -2.7675
C 3.5525 5.6209 -1.7593
C 4.5571 6.5857 -1.7969
C 5.4657 6.6055 -2.8508
C 5.3776 5.6526 -3.8676
H 7.9358 5.4301 -7.1514
H 7.8782 3.6382 -8.8515
H 6.1954 1.8233 -8.6903
H 4.5433 1.8249 -6.8536
H 2.6826 3.9144 -2.7298
H 2.8394 5.6103 -0.9406
H 4.6307 7.3245 -1.0047
H 6.2441 7.3624 -2.8751
```

Kohn-Sham gap: 7.6394 eV
structure (SMILES): CN(C)B(O)[C@]1(CN)NC(=O)C[C@@]1(N=C=O)c1ccncc1.O=C1c2ccccc2C(=O)c2ccccc21.O=C1c2ccccc2C(=O)c2ccccc21.O=C1c2ccccc2C(=O)c2ccccc21
strongest force on any atom: 7.637 eV Å⁻¹
lowest unoccupied orbital energy: -1.142 eV

Q: Number 2 is which compound?
A: C55H42BN5O9

Q: What is the formula in the second record?
A: C55H42BN5O9